Record 1
{
  "formula": "H18NO7",
  "method": "the ωB97M-V functional and the def2-TZVPD basis",
  "e_above_lowest_ev": 3.2084,
  "energy_ha": -591.96424,
  "charge": 1,
  "elements": ["N", "H", "H", "H", "H", "O", "H", "H", "O", "H", "H", "O", "H", "H", "O", "H", "H", "O", "H", "H", "O", "H", "H", "O", "H", "H"],
  "positions_angstrom": [[0.4587, 0.7089, 0.6840], [1.3160, 0.9884, 0.3946], [0.4978, -0.3165, 0.6562], [-0.2795, 0.8780, 0.0368], [0.3440, 0.8417, 1.6801], [0.8246, 2.5046, -1.8606], [0.6202, 1.6602, -2.2517], [-0.0640, 2.7650, -1.4266], [-0.3904, -2.0988, 2.7151], [-0.4907, -2.7735, 2.0305], [0.3420, -2.3414, 3.2366], [2.3256, -1.6414, 1.2191], [1.6830, -2.3351, 1.0519], [2.9547, -1.8810, 1.8617], [-1.7688, 3.1048, -0.9873], [-2.2487, 3.4934, -1.6881], [-2.4895, 2.5812, -0.6211], [-0.7548, -1.4449, -1.0568], [-0.6147, -0.7066, -1.6415], [-0.6752, -2.1981, -1.6001], [-2.4370, 0.1378, 1.0686], [-3.3537, 0.1243, 1.4682], [-2.5608, -0.1522, 0.1456], [2.3735, -0.4180, -1.3941], [1.6015, -0.3314, -1.9348], [2.7864, -1.1494, -1.7859]],
  "atomic_forces_ev_per_a": [[-1.943, -3.449, 1.577], [3.495, 1.557, -1.519], [0.381, -0.349, -0.013], [-0.902, 1.304, 0.151], [-0.829, 0.848, 0.173], [-1.749, 0.515, 1.578], [0.045, -0.282, -0.624], [1.720, -0.236, -1.069], [-1.361, 0.621, -1.415], [-0.079, 0.038, 0.364], [1.350, -0.609, 1.023], [-1.342, 1.169, -1.462], [0.432, -0.310, 0.366], [0.970, -0.883, 1.210], [-0.006, -1.013, 1.098], [-0.347, 1.263, -1.672], [0.209, -0.292, 0.729], [-0.129, 1.330, 1.431], [-0.074, 0.274, -0.572], [0.070, -1.562, -1.012], [-1.376, 0.134, -0.173], [1.565, 0.003, -0.628], [-0.128, -0.167, 0.639], [-0.779, 1.530, 0.996], [-0.579, 0.293, -0.582], [1.384, -1.727, -0.593]]
}

Record 2
{
  "formula": "C8H10FN2",
  "method": "the ωB97M-V functional and the def2-TZVPD basis",
  "e_above_lowest_ev": 2.6158,
  "energy_ha": -519.85142,
  "charge": 1,
  "elements": ["C", "C", "C", "C", "C", "C", "C", "C", "N", "N", "F", "H", "H", "H", "H", "H", "H", "H", "H", "H", "H"],
  "positions_angstrom": [[-1.4677, -1.4342, -2.3384], [-0.0782, -1.3327, -2.6021], [-2.1764, -0.5448, -1.5307], [0.7123, -0.4832, -1.8639], [-1.4442, 0.3104, -0.7314], [0.0199, 0.2937, -0.8895], [1.0169, 0.3619, 2.1866], [0.7733, 1.2391, -0.1833], [0.0117, -0.2558, 2.5694], [1.8239, 1.0161, 2.8956], [0.2598, 2.3558, 0.3316], [-2.1060, -2.1429, -3.0180], [0.4542, -2.0625, -3.1945], [-3.2026, -0.5364, -1.4606], [1.7405, -0.1979, -2.1717], [-1.8532, 0.8782, 0.2053], [1.8913, 1.2172, -0.2415], [-0.7171, -0.4863, 2.0054], [0.0364, -0.8366, 3.4742], [2.5698, 1.6552, 2.6358], [1.7354, 0.9856, 3.9217]],
  "atomic_forces_ev_per_a": [[-0.873, -0.834, -2.765], [-0.349, -1.155, 1.032], [2.556, 0.195, 0.542], [-0.944, 1.590, 0.199], [1.998, 0.103, 1.743], [-1.848, 0.685, -0.310], [1.280, 3.246, -6.570], [1.861, 0.031, 2.655], [-0.934, -3.707, 5.893], [2.319, 0.997, 3.855], [0.206, -0.816, -0.843], [1.442, 1.200, 1.539], [-0.446, 0.078, -0.640], [-2.152, -0.302, 0.021], [-0.635, -0.720, 0.612], [0.522, -0.804, -2.316], [-1.211, 0.427, -0.140], [-2.067, -1.064, -2.291], [-0.399, 1.442, -1.245], [-0.358, -0.601, -0.716], [0.035, 0.009, -0.255]]
}

Record 3
{
  "formula": "C4H10N2OS",
  "method": "the ωB97M-V functional and the def2-TZVPD basis",
  "smiles": "CN[C@@H](CS)C(N)=O",
  "e_above_lowest_ev": 0.8064,
  "energy_ha": -741.34836,
  "charge": 0,
  "elements": ["C", "N", "C", "C", "S", "C", "N", "O", "H", "H", "H", "H", "H", "H", "H", "H", "H", "H"],
  "positions_angstrom": [[-2.7045, -0.0698, 0.9966], [-1.6938, 0.7449, 0.3177], [-0.4068, 0.0126, 0.2400], [-0.1977, -0.0621, -1.2701], [1.0782, -1.2750, -1.8862], [0.7327, 0.6909, 1.0190], [1.9626, 0.0813, 0.9227], [0.5119, 1.7062, 1.6336], [-3.6187, 0.5265, 0.9946], [-2.4499, -0.4442, 1.9840], [-2.8988, -0.9245, 0.3270], [-1.5039, 1.6092, 0.8192], [-0.5093, -1.0039, 0.6100], [-1.1025, -0.3655, -1.8100], [-0.1269, 0.9270, -1.7359], [0.4607, -2.3505, -1.3509], [2.6093, 0.2780, 1.6757], [2.0015, -0.7616, 0.3746]],
  "atomic_forces_ev_per_a": [[-0.397, 0.321, -1.382], [0.953, -0.469, 1.109], [-0.710, 0.643, -1.215], [0.043, -0.671, -1.339], [-0.248, 0.467, 0.330], [0.066, -0.425, -0.728], [-1.039, 0.575, 0.532], [0.207, 0.305, 0.530], [-0.062, -0.210, 0.392], [0.093, 0.103, 0.300], [-0.050, 0.087, 0.394], [-0.112, -0.109, 0.147], [-0.095, -0.195, 0.236], [-0.136, -0.380, 0.821], [0.995, -0.033, 0.349], [0.054, 0.204, -0.183], [0.070, -0.088, -0.401], [0.366, -0.125, 0.108]]
}

Record 4
{
  "formula": "C5H10EuO3",
  "method": "the ωB97M-V functional and the def2-TZVPD basis",
  "e_above_lowest_ev": 0.7546,
  "energy_ha": -1132.34770,
  "spin_multiplicity": 8,
  "charge": 0,
  "elements": ["O", "C", "C", "O", "C", "C", "O", "C", "Eu", "H", "H", "H", "H", "H", "H", "H", "H", "H", "H"],
  "positions_angstrom": [[2.3244, 1.3813, -0.3211], [2.7858, 0.0737, -0.4763], [1.6633, -0.9536, -0.4806], [0.9430, -0.8251, 0.7728], [-0.4480, -1.2288, 0.6852], [-1.0913, -0.1861, -0.2042], [-1.5414, 0.8509, 0.7562], [-2.6530, 1.5880, 0.3024], [0.6061, 1.4692, 0.3280], [3.4930, -0.1828, 0.3416], [3.3327, -0.0437, -1.4331], [2.0639, -1.9775, -0.5469], [-0.8932, -1.5282, 1.6452], [-0.4593, -2.1591, 0.0963], [-1.9641, -0.5743, -0.7415], [-3.5799, 1.0281, 0.5046], [-2.6655, 2.5462, 0.8356], [-2.5949, 1.7804, -0.7828], [0.6784, -1.0587, -1.2814]],
  "atomic_forces_ev_per_a": [[8.738, -1.152, -3.261], [0.691, 0.088, -1.064], [-2.971, -2.278, -1.002], [1.021, -0.772, 1.413], [-0.288, -0.825, -2.476], [-1.266, -0.696, 0.603], [-2.623, -0.258, 0.487], [-0.051, -0.187, 0.070], [-6.987, 3.750, 3.137], [-0.359, -0.090, -0.328], [-0.072, -0.068, 0.284], [0.285, 0.213, 0.274], [0.520, 0.818, 0.133], [0.055, -0.070, 0.133], [0.011, 0.016, 0.209], [0.103, 0.262, -0.093], [-0.154, -0.143, -0.043], [0.058, -0.044, 0.181], [3.286, 1.435, 1.345]]
}